Record 1
H80O40 | the ωB97M-V functional and the def2-TZVPD basis

Geometry as XYZ:
```
120
Properties=species:S:1:pos:R:3:lowdin_charge:R:1
H 0.836 -0.086 3.591 0.0472
H 0.878 1.283 2.838 -0.0512
O 1.329 0.501 3.046 -0.0114
H -4.082 2.326 0.438 0.0661
H -3.399 3.763 1.047 0.0089
O -4.241 3.330 0.617 -0.1443
H 2.774 -3.318 0.543 0.0105
H 1.841 -2.532 -0.417 -0.0564
O 2.402 -3.240 -0.419 -0.0817
H 0.446 -6.559 -0.189 0.0351
H 0.840 -5.958 1.357 0.0295
O 0.743 -6.706 0.747 -0.0685
H -6.144 1.572 -0.730 0.1043
H -6.200 0.153 0.076 -0.0627
O -5.817 0.587 -0.663 -0.1074
H -2.588 -3.945 3.908 0.0117
O -3.122 -4.685 3.689 0.1348
H 4.452 3.354 1.623 0.0677
O 3.614 3.365 2.278 -0.0992
H 4.242 0.537 -1.051 -0.0410
H 5.440 1.194 -1.759 -0.0135
O 4.569 1.076 -1.671 0.0521
H 0.064 3.049 1.136 0.0556
H 0.462 3.305 2.629 0.0459
O 0.282 2.610 2.006 -0.0392
H 3.895 3.502 -0.317 0.0409
H 5.227 4.478 -0.368 0.0441
O 4.849 3.697 0.007 -0.0864
H -1.656 3.717 -1.593 0.0667
H -2.418 3.532 -2.702 0.0166
O -1.713 3.035 -2.344 -0.0415
H 1.179 -2.983 1.672 0.0424
O 0.243 -2.986 1.631 0.0070
H 2.666 4.187 -3.742 0.1176
H 2.387 2.766 -3.632 0.1049
O 1.954 3.610 -3.367 -0.0324
H -2.745 -4.639 -0.028 0.0776
H -1.802 -5.744 0.191 0.0153
O -2.703 -5.591 0.192 0.2400
H -1.934 0.295 -1.090 0.0532
H -2.321 0.547 0.277 -0.0110
O -1.661 -0.028 -0.107 -0.1122
H -1.710 3.223 4.413 0.0436
H -1.991 1.910 5.341 0.0348
O -1.407 2.326 4.698 -0.0812
H -0.221 -1.713 -2.356 0.0092
H 1.190 -2.186 -2.896 0.0307
O 0.581 -2.125 -2.203 0.0287
H -4.453 3.454 3.534 0.0186
H -3.860 2.394 2.628 0.0388
O -3.694 3.170 3.141 -0.0002
H -0.047 1.595 -1.808 0.0406
O 0.559 0.963 -1.364 -0.0906
H -0.989 4.916 -0.288 0.1338
H -1.795 3.827 0.713 0.0469
O -1.166 3.955 -0.030 -0.0682
H 3.289 -0.807 2.143 -0.0016
O 4.146 -1.169 2.206 -0.0207
H 0.622 -1.276 -4.222 -0.0222
H 0.522 0.199 -5.026 0.0864
O 0.633 -0.367 -4.214 -0.0353
H -0.261 -3.428 -0.026 0.0396
H -0.630 -4.421 -1.381 0.1218
O -0.966 -3.996 -0.446 -0.0795
H -0.991 -4.611 -3.454 0.0142
H -2.304 -4.093 -3.319 0.0155
O -1.806 -4.599 -4.004 -0.0519
H -4.249 2.666 -4.928 0.0752
H -3.307 3.731 -4.309 0.0411
O -4.126 3.227 -4.116 -0.0739
H 2.530 4.582 -1.667 -0.0252
H 2.647 5.444 -0.337 0.0533
O 2.177 4.818 -0.854 -0.0032
H -2.445 0.464 -3.245 0.0907
H -1.665 1.570 -2.534 -0.0548
O -1.706 0.621 -2.642 -0.0621
H 6.802 0.919 1.959 0.0684
H 5.898 0.635 0.636 0.0498
O 6.615 0.268 1.245 -0.0800
H 4.332 -2.680 1.898 0.0262
H 3.433 -3.694 2.630 0.1487
O 3.772 -3.474 1.643 -0.1091
H 1.873 3.027 4.105 -0.0060
H 2.001 1.897 5.011 -0.0160
O 2.235 2.783 4.957 -0.0081
H 2.271 2.934 -0.154 -0.0273
H 2.056 1.660 -0.860 0.0078
O 2.741 2.184 -0.400 -0.0821
H 4.523 -4.833 -2.280 0.0206
O 3.792 -4.268 -2.218 -0.0523
H 0.838 3.110 -4.267 -0.0205
H 0.493 2.863 -5.715 0.0160
O 0.103 2.737 -4.864 -0.0885
H 0.730 0.438 -2.239 0.0878
H -2.883 -5.093 2.814 0.0905
H 4.695 -0.855 1.478 0.0433
H 3.648 2.582 2.770 -0.0272
H -0.239 -2.186 1.633 0.0594
H 3.363 -4.342 -1.338 0.0144
O 2.036 -0.367 0.585 -0.0941
H 1.543 0.354 1.132 0.0717
H 2.006 -0.185 -0.373 0.0246
O 1.279 -5.385 -2.039 0.0062
H 1.903 -4.778 -2.168 -0.0850
H 1.521 -5.946 -2.768 0.0724
O -3.110 5.406 1.565 -0.0400
H -3.789 5.140 2.222 0.0701
H -3.463 5.809 0.803 0.0465
O -3.218 -2.027 1.899 -0.0271
H -3.111 -1.307 1.306 -0.0170
H -2.568 -1.676 2.524 0.0511
O -0.514 -3.691 3.941 -0.0287
H -0.254 -3.659 3.066 -0.0753
H 0.292 -3.559 4.492 0.0860
O -6.002 -0.588 1.583 -0.0397
H -6.014 -1.568 1.648 0.0873
H -5.088 -0.411 1.773 0.0158
O -4.241 -3.301 -1.943 0.0171
H -4.731 -2.629 -1.574 -0.0033
H -3.739 -2.882 -2.620 0.0172
```

Output
Kohn-Sham gap (spin up / spin down)	9.28 / 2.36	eV
2S+1	2
total charge	+1
E	-83182.687	eV
energy above the lowest of the compared OMol25 structures with the same formula, charge and spin	1036.8	kJ/mol
LUMO energy (spin up / spin down)	-2.7 / -9.6	eV

---

Record 2
H8I2MnO4 | the ωB97M-V functional and the def2-TZVPD basis

Geometry as XYZ:
```
15
Properties=species:S:1:pos:R:3:lowdin_charge:R:1
Mn 0.069 0.035 0.095 0.3273
I -1.808 1.629 1.642 -0.0476
I 1.891 -1.308 -1.769 0.5968
O -1.532 -1.380 -0.781 -0.1088
H -1.262 -2.291 -0.662 0.0581
H -2.485 -1.398 -0.687 0.0848
O 0.611 -1.299 1.519 -0.1124
H 1.446 -1.243 1.985 0.0937
H 0.034 -1.773 2.118 0.1013
O -0.789 1.216 -1.564 -0.1472
H -1.404 1.949 -1.594 0.0618
H -0.471 1.133 -2.463 0.0638
O 1.627 1.297 0.724 -0.1254
H 1.782 1.974 1.382 0.0926
H 2.291 1.457 0.053 0.0612
```

Output
Kohn-Sham gap (spin up / spin down)	7.67 / 2.97	eV
2S+1	7
total charge	+1
E	-55836.903	eV
LUMO energy (spin up / spin down)	-3.4 / -8.1	eV

---

Record 3
H8IO4 | the ωB97M-V functional and the def2-TZVPD basis

Geometry as XYZ:
```
13
Properties=species:S:1:pos:R:3:lowdin_charge:R:1
I 0.817 0.252 -1.218 -0.0342
O -2.247 1.011 0.571 -0.1066
H -2.744 0.830 -0.276 0.0455
H -1.369 1.184 0.372 -0.1277
O 2.017 -1.584 1.716 -0.1122
H 2.163 -1.276 0.802 -0.0655
H 1.487 -2.359 1.632 0.0051
O 2.184 1.508 1.666 -0.1618
H 2.050 1.523 0.695 -0.1261
H 1.516 0.900 1.991 -0.0093
O -2.013 -0.991 -2.820 -0.1242
H -1.177 -0.648 -2.577 -0.1977
H -2.682 -0.346 -2.552 0.0148
```

Output
Kohn-Sham gap	8.03	eV
total charge	-1
E	-16423.748	eV
energy above the lowest of the compared OMol25 structures with the same formula, charge and spin	49.6	kJ/mol
LUMO energy	3.4	eV

---

Record 4
H8LiO4 | the ωB97M-V functional and the def2-TZVPD basis

Geometry as XYZ:
```
13
Properties=species:S:1:pos:R:3:lowdin_charge:R:1
Li 0.180 0.089 0.009 0.7451
O -1.241 1.541 0.232 -0.0651
H -1.933 1.995 -0.249 0.0699
H -1.219 1.975 1.085 0.0628
O -1.006 -1.551 0.318 -0.0795
H -1.600 -1.911 0.976 0.0687
H -0.831 -2.284 -0.273 0.0569
O 1.868 0.356 1.257 -0.0615
H 1.987 1.091 1.859 0.0615
H 2.484 -0.309 1.566 0.0643
O 0.376 -0.309 -1.875 -0.0697
H 0.923 -0.937 -2.347 0.0738
H 0.013 0.254 -2.559 0.0728
```

Output
Kohn-Sham gap	12.80	eV
total charge	+1
E	-8521.739	eV
energy above the lowest of the compared OMol25 structures with the same formula, charge and spin	9.2	kJ/mol
LUMO energy	-3.3	eV

---

Record 5
H8O3S2 | the ωB97M-V functional and the def2-TZVPD basis

Geometry as XYZ:
```
13
Properties=species:S:1:pos:R:3:lowdin_charge:R:1
S 1.608 1.091 1.751 0.2130
S 0.281 1.890 3.084 0.2315
H 0.826 0.597 0.771 -0.2258
H -0.803 1.362 2.496 -0.2120
O 1.809 -1.128 -3.213 -0.0546
H 2.435 -0.955 -2.517 0.0197
H 1.874 -2.082 -3.349 0.0356
O -1.228 1.333 -0.401 -0.0579
H -1.586 2.107 -0.818 0.0350
H -1.700 0.604 -0.794 0.0301
O -1.543 -1.499 0.987 -0.0374
H -0.826 -0.980 1.282 -0.0296
H -1.148 -2.341 0.719 0.0523
```

Output
Kohn-Sham gap	8.50	eV
E	-27942.203	eV
energy above the lowest of the compared OMol25 structures with the same formula, charge and spin	76.1	kJ/mol
LUMO energy	0.2	eV

---

Record 6
H8O4 | the ωB97M-V functional and the def2-TZVPD basis

Geometry as XYZ:
```
12
Properties=species:S:1:pos:R:3:lowdin_charge:R:1
O -0.456 -0.399 -0.378 -0.0524
H 0.178 -1.079 -0.633 0.0486
H 0.021 0.121 0.280 -0.0005
O -1.772 -3.738 -0.214 -0.0621
H -2.515 -3.754 -0.825 0.0329
H -1.629 -2.802 -0.029 0.0122
O 0.198 2.789 -0.269 -0.0479
H -0.375 2.147 -0.715 0.0439
H 0.820 3.070 -0.950 0.0622
O 1.978 0.910 1.043 -0.0682
H 2.277 1.206 1.908 0.0443
H 1.275 1.528 0.783 -0.0129
```

Output
Kohn-Sham gap	12.03	eV
E	-8319.981	eV
energy above the lowest of the compared OMol25 structures with the same formula, charge and spin	67.1	kJ/mol
LUMO energy	0.6	eV